Computed, not measured: a cluster of 2 separate species, C4H7BN2O in total, with ωB97M-V/def2-TZVPD.

Results
HOMO: -9.38 eV
Kohn-Sham gap: 9.97 eV
Multiplicity: 1
Energy relative to the best compared isomer or geometry (same formula, charge and spin): 74.0 kcal per mole
Electronic energy: -9962.9127 eV
SMILES: CB1c2cn[nH]c21.O
LUMO level: 0.59 eV

Element x y z (Å)
C 2.10 -1.05 0.24
O -1.77 -0.92 -1.95
H -1.15 -1.60 -1.87
H -2.38 -1.22 -2.63
N 2.86 -0.09 -0.26
H -1.76 1.74 1.73
H 2.54 -2.02 0.47
H 2.49 1.86 -0.49
H -2.31 0.04 1.94
B -0.35 0.28 0.82
C 0.82 -0.57 0.63
C 0.88 0.83 0.10
N 2.04 1.00 -0.34
H -2.29 0.94 0.34
C -1.72 0.77 1.28